A structure of composition C15H25AuN4OS in a non-equilibrium geometry, computed with ωB97M-V/def2-TZVPD.

Last column: Mulliken charge in e.
Element x y z (Å)
Au (0.154457, 0.097475, 0.613041)  1.0723
S (-1.950629, 0.938616, 0.626490)  -0.1771
O (1.063183, 1.795204, 1.121307)  -0.7353
N (-0.607049, -1.736941, 1.361534)  -0.6887
N (-0.722565, 3.261516, 1.505732)  -0.1442
N (-2.933019, 2.999100, 1.930459)  0.0049
N (2.097556, -0.694044, 0.271899)  -0.5796
C (1.134799, 5.324012, 1.818323)  -0.2076
C (3.666999, 4.958370, 0.717275)  -0.7470
C (0.528142, 2.985531, 1.274478)  0.3719
C (-1.813049, 2.505413, 1.452063)  0.6191
C (2.179496, -2.160769, -0.001774)  -0.6860
C (-0.023596, -3.029347, 0.903973)  -0.5942
C (-5.029345, 2.574239, 0.641091)  -0.8644
C (2.768471, 3.909004, 0.727294)  -0.3266
C (3.305090, 6.184368, 1.262907)  -0.4022
C (-4.221528, 2.281969, 1.896902)  -1.0248
C (-2.945577, 4.383059, 2.474880)  -0.6726
C (1.493450, 4.087174, 1.273691)  0.6389
C (2.041622, 6.366056, 1.812686)  -0.7618
C (1.495347, -3.024115, 1.042210)  -0.5356
C (-2.932036, 5.448048, 1.389450)  -1.0168
H (0.151560, 5.453842, 2.247092)  0.3582
H (-3.850014, 4.455083, 3.074592)  0.4063
H (1.694647, -2.323899, -0.965679)  0.3605
H (-2.092631, 4.487051, 3.141049)  0.4435
H (2.673644, -0.408849, 1.063964)  0.3908
H (-2.922681, 6.429741, 1.862231)  0.3523
H (-2.046615, 5.364421, 0.761985)  0.2773
H (-5.288006, 3.628904, 0.570504)  0.2825
H (-0.397284, -1.616522, 2.352425)  0.3425
H (-1.622407, -1.732176, 1.273131)  0.4069
H (4.011682, 7.003469, 1.258009)  0.4155
H (-4.025555, 1.215535, 1.997659)  0.5496
H (1.796927, -2.738627, 2.055795)  0.3052
H (-4.765622, 2.587355, 2.788195)  0.4036
H (2.493648, -0.217593, -0.537919)  0.3855
H (-0.327666, -3.187553, -0.129842)  0.3898
H (1.766959, 7.322530, 2.235239)  0.4362
H (3.231225, -2.422441, -0.116156)  0.4262
H (-0.455877, -3.827977, 1.508051)  0.3926
H (4.648151, 4.827604, 0.282515)  0.4167
H (3.042656, 2.958933, 0.291730)  0.3655
H (-5.956764, 2.003790, 0.669897)  0.3890
H (-3.818075, 5.391870, 0.759851)  0.3357
H (-4.486054, 2.291584, -0.262013)  0.2823
H (1.843241, -4.049095, 0.912103)  0.3432

Forces on the atoms, in the same order (eV/Å):
0.0 -0.1 1.4
0.0 0.0 0.2
0.2 0.3 -0.9
-0.1 0.0 -0.8
0.0 0.0 0.0
0.0 0.0 0.0
0.0 -0.1 0.0
0.0 0.0 0.0
0.0 0.0 0.0
-0.1 0.0 0.1
0.0 0.0 -0.2
0.1 0.0 -0.1
0.2 -0.1 0.1
0.0 0.0 0.0
0.0 0.0 0.0
0.0 0.0 0.0
0.0 0.0 0.0
0.0 0.0 0.0
0.1 0.0 0.0
0.0 0.0 0.0
-0.1 0.1 0.0
0.0 0.0 0.0
0.0 0.0 0.0
0.0 0.0 0.0
0.1 0.0 -0.1
0.0 0.0 0.0
0.1 -0.2 0.0
0.0 0.0 0.0
0.0 0.0 0.0
0.0 0.0 0.0
-0.1 0.0 0.0
0.0 -0.1 0.0
0.0 0.0 0.0
0.0 0.0 0.0
0.0 0.0 0.0
0.0 0.0 0.0
-0.1 0.2 0.1
0.0 0.0 0.0
0.0 0.0 0.0
0.0 -0.1 0.1
0.0 0.0 0.0
0.0 0.0 0.0
0.0 0.0 0.0
0.0 0.0 0.0
0.0 0.0 0.0
0.0 0.0 0.0
0.0 0.0 0.0

multiplicity	1
total charge	+2
E_tot	-38481.2293	eV

=====

The ion C7H12F3N4 with charge +1 in a non-equilibrium geometry, computed with ωB97M-V/def2-TZVPD.

Last column: Mulliken charge in e.
Element x y z (Å)
F (-0.098911, -2.963849, 0.296813)  -0.2488
F (-0.015665, -2.887054, -1.929843)  -0.2439
F (1.679058, -2.313105, -0.715944)  -0.2454
N (-0.383040, 0.972934, 2.873356)  -0.3844
N (-0.434993, -0.292017, 0.404102)  0.2610
N (1.798286, 0.281442, -0.826171)  -0.4899
N (0.672580, -0.046789, -1.618004)  0.1920
C (0.348191, -2.326869, -0.802488)  0.6545
C (-1.342314, 0.787391, 0.692609)  -0.6113
C (0.700203, 0.685939, 2.273463)  -0.3928
C (-0.253198, -0.883689, -0.906291)  -1.0994
C (0.693487, -0.232497, 1.116779)  0.3149
C (-0.054685, 1.087349, -2.268596)  -0.8057
C (-1.644519, 0.631221, 2.194208)  -0.6276
H (1.431485, -1.114350, 1.093282)  0.3881
H (0.737488, 1.552625, -3.022837)  0.3631
H (-2.200775, 1.390040, 2.771442)  0.3512
H (1.801734, 1.263468, -0.654713)  0.2876
H (-2.117769, -0.319846, 2.610825)  0.3485
H (-0.938655, 0.819143, -2.883381)  0.3558
H (1.724300, 0.827913, 2.754000)  0.3567
H (-0.855542, 1.735180, 0.385309)  0.3821
H (-0.545202, 1.942762, -1.654292)  0.2442
H (-1.168520, -0.955482, -1.318020)  0.9715
H (-2.157345, 0.612464, 0.081901)  0.4527
H (2.624320, -0.254326, -0.947507)  0.2254

Forces on the atoms, in the same order (eV/Å):
-0.1 -0.2 -0.9
0.0 -1.2 -0.2
0.4 -0.3 -0.2
1.2 -1.0 0.1
2.8 -0.7 1.3
-3.0 0.6 0.2
-0.7 0.7 -1.1
-0.8 1.4 0.6
-0.3 0.0 1.0
1.6 -0.7 0.9
3.2 -0.4 2.9
0.1 -1.7 -0.3
1.5 2.3 -1.6
0.3 1.3 1.6
-1.4 1.7 0.2
-1.9 -0.7 1.7
-0.9 0.1 -1.6
0.9 0.6 -0.1
1.0 0.7 -1.1
0.9 -0.8 0.3
-1.6 0.3 -0.5
-0.5 -0.2 0.7
1.5 -1.3 -0.2
-2.9 -0.2 -2.0
-2.0 0.0 -1.1
0.7 -0.1 -0.6

multiplicity	1
total charge	+1
E_tot	-21556.4191	eV
energy relative to the best compared isomer or geometry (same formula, charge and spin)	157.9	kJ/mol

=====

A structure of composition C19H20BCl3CuN11OSi, computed with ωB97M-V/def2-TZVPD.

Last column: Mulliken charge in e.
Element x y z (Å)
Cu (1.554158, -0.005374, -0.439988)  -0.8351
Cl (6.439769, -1.183616, -1.664428)  -0.2228
Cl (4.539130, 1.246021, -0.320873)  -0.1372
Cl (5.384533, 1.383372, -3.491146)  -0.2279
Si (4.969751, 0.143535, -1.950729)  0.5956
O (3.652809, -0.785649, -2.376943)  -0.2520
N (0.138187, -1.493748, -0.648692)  -0.8992
N (0.205493, 1.602265, -0.514830)  -0.8644
N (2.667047, -1.615330, -5.400653)  -0.4297
N (-2.396881, -0.021018, 1.717579)  0.7698
N (-0.651440, 0.593950, -3.603602)  -0.4626
N (-0.969088, -1.170513, 0.058495)  1.7460
N (-0.989277, 1.373882, 0.086224)  1.2873
N (2.419549, -0.167312, -2.275140)  1.2405
N (0.079584, 0.153034, 1.993094)  1.5661
N (-3.567577, 0.430706, 1.198625)  -1.1542
N (1.372168, -0.150867, 1.692148)  -0.9781
C (-1.798355, 2.431795, -0.095440)  0.0655
C (1.270487, 3.345675, -1.885291)  -1.3136
C (-1.930649, -2.087214, -0.156117)  -0.0505
C (0.885519, -3.274096, -2.181644)  -1.4047
C (2.265156, -1.052483, -4.485522)  -0.1156
C (0.132116, 2.795617, -1.091206)  0.7478
C (-1.119472, 3.370804, -0.840688)  -1.4955
C (2.094908, 0.137696, 2.768167)  0.7345
C (0.404776, 0.177766, -3.436872)  -0.4301
C (1.737784, -0.345882, -3.348791)  1.0344
C (-1.435159, -3.040465, -1.016416)  -1.4991
C (0.011865, 0.662590, 3.236695)  -0.1462
C (-0.128097, -2.619035, -1.300120)  0.7436
C (-2.638364, -0.873636, 2.744708)  -0.3381
C (-4.531539, -0.116992, 1.916908)  0.8033
C (-3.994738, -0.956520, 2.917882)  -1.2738
C (-5.966343, 0.195492, 1.635274)  -1.2987
C (3.564597, -0.120196, 2.805536)  -1.3951
C (1.276294, 0.663718, 3.778531)  -1.3613
B (-1.083209, 0.095303, 0.952935)  0.0086
H (-2.795878, 2.421760, 0.304238)  0.5513
H (4.133021, 0.810774, 2.853368)  0.2498
H (0.977595, -4.332713, -1.939034)  0.4476
H (1.009691, 3.422283, -2.942959)  0.2692
H (-1.481009, 4.328560, -1.173278)  0.4498
H (1.569173, 0.988846, 4.762089)  0.4116
H (-1.830531, -1.368099, 3.260245)  0.5633
H (-1.938313, -3.916155, -1.388588)  0.4574
H (-6.210898, 1.213617, 1.940897)  0.2715
H (-2.896501, -1.993100, 0.312751)  0.3534
H (1.543064, 4.344044, -1.542847)  0.4154
H (3.825997, -0.712216, 3.683132)  0.3695
H (-6.175848, 0.109051, 0.569479)  0.3200
H (2.142903, 2.700363, -1.787519)  0.0834
H (-6.622172, -0.486283, 2.174818)  0.3560
H (-4.528603, -1.537995, 3.650428)  0.4085
H (-0.929238, 0.982627, 3.652511)  0.5707
H (3.871628, -0.670891, 1.918169)  0.2647
H (0.603779, -3.207826, -3.235973)  0.2296
H (1.866660, -2.819904, -2.049584)  0.1999

Forces on the atoms, in the same order (eV/Å):
-0.1 0.1 0.1
0.1 0.0 0.1
0.1 0.0 0.1
0.0 0.0 0.0
0.0 0.1 -0.1
0.1 0.0 0.1
-0.2 0.0 0.0
0.0 0.0 -0.1
0.0 0.0 0.0
-0.1 0.0 0.1
0.0 0.0 0.0
0.0 -0.1 0.0
0.1 0.0 0.1
0.1 -0.1 0.1
0.0 0.0 0.0
0.1 -0.1 -0.1
-0.2 0.1 -0.2
0.0 0.0 0.0
0.0 0.0 0.0
0.0 0.0 0.0
0.0 0.0 0.0
-0.1 0.0 0.0
0.1 0.0 0.0
-0.1 0.0 0.0
0.1 0.0 0.0
0.0 0.0 0.0
-0.1 0.1 -0.2
0.0 0.0 0.0
0.0 0.0 0.0
0.0 -0.1 0.0
0.1 0.0 0.0
0.0 0.0 0.0
-0.1 0.0 0.0
0.0 0.0 0.0
0.0 0.0 0.0
0.0 0.0 0.0
0.0 0.1 0.0
0.0 0.0 0.0
0.0 0.0 0.0
0.0 0.0 0.0
0.0 0.0 0.0
0.0 0.0 0.0
0.0 0.0 0.0
0.0 0.0 0.0
0.0 0.0 0.0
0.0 0.0 0.0
0.0 0.0 0.0
0.0 0.0 0.0
0.0 0.0 0.0
0.0 0.0 0.0
0.0 0.0 0.0
0.0 0.0 0.0
0.0 0.0 0.0
0.0 0.0 0.0
0.0 0.0 0.0
0.0 0.0 0.0
0.0 0.0 0.0

multiplicity	1
E_tot	-129233.6700	eV
energy relative to the best compared isomer or geometry (same formula, charge and spin)	2.5	kJ/mol

=====

The molecule C5H9FN2O3S in a non-equilibrium geometry, computed with ωB97M-V/def2-TZVPD.

Last column: Mulliken charge in e.
Element x y z (Å)
S (-2.372063, -0.500934, -0.049275)  1.1155
F (-2.795580, -1.963170, 0.279535)  -0.2154
O (-2.477132, 0.254527, 1.144301)  -0.5289
O (2.030323, 0.108877, 3.239372)  -0.4689
O (-3.103559, -0.103723, -1.196904)  -0.5466
N (-0.762662, -0.777122, -0.443177)  0.0401
N (2.747495, 1.053353, 1.281851)  -0.6849
C (0.336465, 0.166768, 1.608575)  -0.4483
C (1.751142, 0.432073, 2.120249)  0.2995
C (-0.072535, -0.138130, -2.713812)  -0.8238
C (0.121713, 0.293437, 0.096366)  -0.8039
C (-0.608049, -1.038124, -1.846239)  -0.2208
H (0.849918, -0.343833, -3.247240)  0.3213
H (-1.035310, -1.981239, -2.179285)  0.4087
H (-0.291169, 0.908196, 2.104790)  0.3480
H (3.021338, 0.369902, 0.577886)  0.3300
H (-0.220318, 1.288799, -0.187485)  0.2466
H (2.309269, 1.796070, 0.739205)  0.3302
H (1.073334, 0.149969, -0.407137)  0.6423
H (0.028355, -0.803920, 1.990705)  0.3545
H (-0.530974, 0.828222, -2.912281)  0.3048

Forces on the atoms, in the same order (eV/Å):
-0.1 0.4 0.1
0.0 0.0 -0.1
0.1 -0.2 0.2
0.1 0.0 -0.1
0.0 -0.3 -0.2
-1.7 1.4 -0.6
-0.5 0.0 -0.3
-0.1 0.7 -0.2
0.1 -0.3 0.2
0.1 0.0 0.1
0.4 -0.2 0.3
0.3 -0.2 -0.3
-1.0 -0.8 -1.4
1.3 -0.7 0.4
-0.1 -0.1 0.2
0.3 0.0 0.1
-0.1 0.0 0.1
0.0 0.0 0.0
-0.1 -0.1 -0.2
0.0 -0.1 0.0
0.9 0.7 1.5

multiplicity	1
E_tot	-28002.8589	eV

=====

The molecule C5H9NO, computed with ωB97M-V/def2-TZVPD.

Last column: Mulliken charge in e.
Element x y z (Å)
O (0.462817, 1.430206, -0.491256)  -0.3433
N (2.712628, 0.961112, 0.417423)  -0.5619
C (-0.840117, 1.164021, 0.050059)  -0.4633
C (2.061279, -0.470049, 0.060951)  -0.5861
C (-0.999769, -1.408976, 0.158552)  -1.0408
C (-1.512388, -0.103606, -0.449629)  -0.2981
C (1.447807, 0.655167, -0.102543)  0.6341
H (-2.575927, 0.014361, -0.205423)  0.3317
H (-0.752375, 1.165230, 1.143996)  0.3741
H (2.150572, -1.395069, 0.606017)  0.3370
H (-0.017092, -1.679872, -0.234318)  0.1999
H (3.307827, 1.319816, -0.332896)  0.2238
H (-1.403250, 2.045471, -0.257631)  0.2589
H (-1.682796, -2.232378, -0.069528)  0.3461
H (-0.919767, -1.331185, 1.249962)  0.3241
H (-1.439449, -0.134253, -1.543733)  0.2638

Forces on the atoms, in the same order (eV/Å):
0.2 -0.1 0.1
0.1 0.3 0.0
-0.3 0.0 0.1
0.0 0.2 0.3
0.0 -0.1 0.0
0.0 0.0 0.0
0.0 -0.1 -0.1
0.1 0.0 -0.1
-0.1 0.0 -0.1
0.0 0.2 -0.2
-0.2 0.0 0.0
0.2 -0.5 0.0
-0.1 -0.1 0.1
0.1 0.1 0.0
0.0 0.0 -0.2
0.0 0.0 0.1

multiplicity	1
E_tot	-8864.4145	eV
energy relative to the best compared isomer or geometry (same formula, charge and spin)	463.0	kJ/mol

=====

The molecule C6H11NO in a non-equilibrium geometry, computed with ωB97M-V/def2-TZVPD.

Last column: Mulliken charge in e.
Element x y z (Å)
O (1.015744, 1.232061, -0.305711)  -0.5103
N (1.566441, -1.215870, 0.651993)  -0.6044
C (0.076287, -1.058381, 0.962491)  -0.9835
C (0.372128, 0.266151, -1.138298)  -0.0642
C (-1.351646, 0.801042, 0.129299)  -1.0854
C (-0.038176, -1.159260, -1.506236)  -0.6859
C (-0.162576, 1.764874, 0.414678)  -0.3929
C (-0.601965, -0.440085, -0.255288)  0.9511
H (-0.166922, 0.899521, -1.927514)  0.3427
H (0.193900, 1.835062, 1.426657)  0.3689
H (-0.303153, -2.069608, 1.104453)  0.3942
H (-2.074555, 0.831235, 0.935569)  0.3210
H (-1.981639, 1.212952, -0.696869)  0.3012
H (0.450693, -2.062832, -1.196551)  0.2500
H (2.010308, -0.293895, 0.544246)  0.2206
H (-0.426955, 2.790032, 0.053989)  0.2599
H (2.062255, -1.595808, 1.429308)  0.2248
H (-0.118337, -0.432717, 1.821294)  0.3774
H (-0.521833, -1.304473, -2.447509)  0.3149

Forces on the atoms, in the same order (eV/Å):
0.1 -0.1 -0.2
-0.6 0.6 0.5
2.1 -0.2 -1.0
-1.4 1.1 -1.8
-1.7 1.0 -0.8
0.2 0.1 1.1
0.4 0.8 -0.9
-0.1 -0.2 -0.5
0.6 -0.9 1.0
-0.3 0.0 0.6
-0.1 0.1 0.3
0.1 -0.6 0.7
0.8 -0.4 0.3
0.5 0.0 0.2
-0.6 -0.4 -0.1
0.5 -0.7 0.2
0.0 -0.7 0.7
0.0 0.0 0.5
-0.3 0.5 -0.5

multiplicity	1
E_tot	-9933.3343	eV
energy relative to the best compared isomer or geometry (same formula, charge and spin)	494.0	kJ/mol